1.
# C24H35KN9O5S

C24H35KN9O5S as an isolated structure (ωB97M-V/def2-TZVPD, the Open Molecules 2025 dataset).

Calculated values
ΔE to the lowest compared entry with this formula, charge and spin = 0.3288 eV
LUMO energy = 2.290 eV
E_tot = -76265.6082 eV
Orbital gap = 6.6 eV

The geometry in ORCA input format:
```
! RIJCOSX wB97M-V def2-TZVPD def2/J DEFGRID3
* xyz -1 1
K -0.526 0.029 -0.622
O -1.835 0.350 5.261
C -1.715 -0.976 5.089
C -1.949 -1.803 6.191
C -1.842 -3.176 6.079
C -1.500 -3.754 4.861
C -1.274 -2.937 3.768
C -1.373 -1.550 3.850
C -1.127 -0.734 2.610
O -0.854 -1.340 1.535
N -1.206 0.570 2.785
N -0.764 1.293 1.686
C -1.400 2.367 1.421
C -1.126 3.308 0.340
C -1.965 4.432 0.332
C -1.873 5.457 -0.588
C -0.881 5.372 -1.565
C -0.029 4.293 -1.603
C -0.094 3.208 -0.680
O 0.743 2.243 -0.783
H -1.625 0.756 4.360
H -2.214 -1.330 7.129
H -2.026 -3.800 6.946
H -1.409 -4.829 4.768
H -0.996 -3.354 2.807
H -2.246 2.635 2.064
H -2.726 4.491 1.106
H -2.547 6.303 -0.544
H -0.776 6.160 -2.303
H 0.740 4.219 -2.364
N 2.107 -0.240 1.254
N 2.982 0.279 0.285
C 2.782 0.321 -1.041
N 3.607 1.137 -1.744
N 1.872 -0.515 -1.525
N 1.442 -0.293 -2.815
O 2.171 0.158 -3.695
O 0.292 -0.627 -3.029
H 1.319 0.401 1.386
H 1.734 -1.127 0.934
H 3.729 0.834 0.665
H 3.806 2.012 -1.284
H 3.363 1.219 -2.722
C -4.919 -1.114 -5.046
C -5.244 -0.026 -4.030
C -4.890 -0.398 -2.593
C -3.400 -0.663 -2.361
N -2.976 -2.044 -2.581
C -2.295 -2.755 -1.630
S -1.122 -3.847 -2.076
N -2.584 -2.528 -0.330
C -3.856 -2.168 0.281
C -4.955 -3.202 0.021
C -4.903 -4.434 0.925
C -3.589 -5.209 0.890
H -5.275 -0.840 -6.040
H -5.381 -2.064 -4.769
H -3.843 -1.282 -5.126
H -6.310 0.211 -4.077
H -4.715 0.894 -4.298
H -5.445 -1.293 -2.297
H -5.210 0.407 -1.927
H -3.135 -0.409 -1.340
H -2.800 -0.015 -3.011
H -2.607 -2.248 -3.497
H -1.843 -2.756 0.318
H -4.204 -1.184 -0.036
H -3.659 -2.083 1.352
H -4.904 -3.503 -1.030
H -5.925 -2.714 0.158
H -5.721 -5.100 0.633
H -5.114 -4.126 1.954
H -3.274 -5.425 -0.133
H -3.690 -6.155 1.425
H -2.780 -4.653 1.364
*
```

***

2.
# C18H16Cl4CuN3O5

C18H16Cl4CuN3O5 as an isolated structure (ωB97M-V/def2-TZVPD, the Open Molecules 2025 dataset).

Calculated values
LUMO energy = 4.537 eV
E_tot = -128367.0659 eV
Orbital gap = 5.5 eV

The geometry in ORCA input format:
```
! RIJCOSX wB97M-V def2-TZVPD def2/J DEFGRID3
* xyz -2 1
Cu 0.945 1.313 0.560
O 4.635 3.339 -0.898
C 3.591 2.763 -0.524
O 3.444 1.697 0.098
C 2.283 3.481 -0.940
C 2.335 4.616 -1.747
C 1.159 5.234 -2.126
C -0.049 4.706 -1.687
C -0.026 3.581 -0.883
N 1.117 2.987 -0.519
H 3.312 4.965 -2.047
H 1.178 6.115 -2.759
H -0.997 5.151 -1.961
H -0.927 3.112 -0.503
Cl -2.944 -2.956 4.292
C -2.512 -1.717 3.144
C -3.475 -1.106 2.377
Cl -5.149 -1.570 2.531
C -3.100 -0.102 1.464
Cl -4.324 0.709 0.514
C -1.770 0.313 1.266
O -1.423 1.222 0.451
C -0.738 -0.383 2.055
O 0.506 -0.098 1.867
C -1.161 -1.335 2.985
Cl 0.064 -2.073 3.992
C 2.737 -1.475 -0.152
N 1.452 -2.076 -0.480
C 1.001 -3.058 0.490
C -0.220 -3.788 -0.028
C -1.293 -2.774 -0.361
N -0.760 -1.720 -1.203
C -1.752 -0.858 -1.811
C 0.547 -1.290 -1.164
O 0.903 -0.279 -1.764
H 3.511 -2.247 -0.195
H 2.712 -1.038 0.850
H 2.969 -0.682 -0.854
H 0.789 -2.573 1.447
H 1.825 -3.760 0.653
H -0.590 -4.482 0.730
H 0.045 -4.359 -0.923
H -1.715 -2.349 0.559
H -2.116 -3.251 -0.905
H -2.245 -1.375 -2.645
H -1.266 0.043 -2.168
H -2.506 -0.571 -1.074
*
```

***

3.
# CH4S2

CH4S2 in the gas phase (ωB97M-V/def2-TZVPD, the Open Molecules 2025 dataset).

Calculated values
ΔE to the lowest compared entry with this formula, charge and spin = 1.1183 eV
SMILES = CSS
LUMO energy = 0.513 eV
E_tot = -22771.1702 eV
Orbital gap = 9.6 eV

The geometry in ORCA input format:
```
! RIJCOSX wB97M-V def2-TZVPD def2/J DEFGRID3
* xyz 0 1
C -0.713 -0.710 -0.482
S 1.717 0.700 1.142
S 0.933 0.766 -0.718
H -0.411 -1.711 -0.754
H -1.354 -0.176 -1.273
H -0.993 -0.492 0.552
H 0.821 1.623 1.534
*
```